Run one
Formula: C3H8N2O
Source: the OMol25 dataset
Level of theory: ωB97M-V/def2-TZVPD

Atoms and positions in Å:
C: -0.05220 1.52359 -0.10746
N: 0.17621 0.09958 0.04137
C: 1.47619 -0.27760 0.55492
C: -0.56440 -0.84478 -0.73113
N: -1.76795 -1.10965 -0.11920
O: -0.18431 -1.35116 -1.76832
H: -1.06500 1.71125 -0.47448
H: 0.05124 2.00290 0.87181
H: 0.65075 2.08294 -0.75151
H: 1.84904 -1.20007 0.09920
H: 2.20043 0.51615 0.34204
H: 1.44197 -0.41778 1.64855
H: -2.34249 -1.86599 -0.46091
H: -1.86948 -0.86938 0.85511

Properties
net charge	0

=====

Run two
Formula: C3H8N2O
Source: the OMol25 dataset
Level of theory: ωB97M-V/def2-TZVPD

Atoms and positions in Å:
C: 1.71993 -0.10903 0.30517
C: 0.90252 0.72289 -0.52485
C: -2.54833 -0.55265 0.05723
H: 0.69382 -1.86456 0.23732
H: 1.48875 0.12490 1.46936
H: 2.89816 -0.13817 0.27330
H: 1.12817 1.63402 0.43726
H: 1.18313 1.10884 -1.57008
H: -1.14982 1.55873 0.03721
H: -3.15755 -1.44685 -0.01755
H: -3.00549 0.47923 -0.00676
N: -0.57466 0.51363 -0.03500
N: -1.19245 -0.65101 -0.33168
O: 1.61382 -1.37996 -0.33092

Properties
net charge	0

=====

Run three
Formula: C3H8N2O
Source: the OMol25 dataset
Level of theory: ωB97M-V/def2-TZVPD

Atoms and positions in Å:
C: 2.23298 0.38224 0.07418
N: 1.33977 -0.68581 -0.21088
C: 0.06029 -0.61303 -0.20218
O: -0.45945 -1.78749 -0.59767
N: -0.77834 0.40987 0.10196
C: -2.22567 0.32428 0.15516
H: 3.24854 -0.01846 0.00927
H: 2.14834 1.19735 -0.65712
H: 2.10281 0.78859 1.08611
H: 0.48471 -2.12414 -0.71763
H: -0.33777 1.22984 0.48724
H: -2.67159 1.22541 -0.28121
H: -2.60090 0.21175 1.18046
H: -2.54374 -0.54042 -0.42768

Properties
net charge	0

=====

Run four
Formula: C3H8N2O
Source: the OMol25 dataset
Level of theory: ωB97M-V/def2-TZVPD

Atoms and positions in Å:
C: 0.96617 0.97456 0.63883
C: 0.45210 -0.04556 -0.37213
N: 1.37526 -1.17674 -0.39960
C: -0.95827 -0.46904 0.05379
N: -1.97598 0.33604 -0.34877
O: -1.12927 -1.42907 0.79115
H: 0.96109 0.55442 1.65448
H: 0.35218 1.87393 0.62585
H: 2.00021 1.23028 0.40373
H: 0.40601 0.41017 -1.36749
H: 1.20998 -1.70034 0.46718
H: 1.09242 -1.82302 -1.13357
H: -2.91169 0.14528 -0.02079
H: -1.84022 1.11910 -0.99266

Properties
net charge	0

=====

Which is the most stable structure? run four is the most stable.

=====

Run one
Formula: C3H8N2O
Source: the OMol25 dataset
Level of theory: ωB97M-V/def2-TZVPD

Atoms and positions in Å:
H: 2.15866 0.63825 3.32129
N: 1.97105 1.17603 2.47448
C: 0.94318 0.69254 1.88155
N: 0.55841 1.18367 0.65568
H: 0.38991 -0.15048 2.27847
H: 0.56130 0.50787 -0.10306
H: 1.17840 1.93537 0.38777
C: -2.27107 -0.82978 -1.94238
C: -0.95242 -1.40355 -1.50506
O: 0.04324 -0.73248 -1.46063
H: -2.64215 -0.11965 -1.19894
H: -3.06318 -1.55352 -2.14394
H: -2.08324 -0.28889 -2.87643
H: -0.92064 -2.50584 -1.48342

Properties
net charge	0

=====

Run two
Formula: C3H8N2O
Source: the OMol25 dataset
Level of theory: ωB97M-V/def2-TZVPD

Atoms and positions in Å:
C: -1.14150 -0.71808 0.98282
N: -0.38614 -0.09409 -0.21130
C: -0.90893 1.17404 -0.67331
C: 0.96902 -0.28452 -0.54094
O: 1.48472 -0.25455 -1.63465
N: 1.92238 -0.65175 0.34076
H: -0.50817 -1.53822 1.32198
H: -1.33820 0.06794 1.71336
H: -1.34699 -0.98228 -0.37807
H: -0.47534 1.40407 -1.64730
H: -1.99514 1.05944 -0.74269
H: -0.68524 1.97144 0.04537
H: 2.91654 -0.69498 0.15155
H: 1.55814 -0.40906 1.24816

Properties
net charge	0

=====

Which is the most stable structure? run one is the most stable.

=====

Run one
Formula: C3H8N2O
Source: the OMol25 dataset
Level of theory: ωB97M-V/def2-TZVPD

Atoms and positions in Å:
C: -2.39029 -0.50764 0.00278
N: -1.12698 -0.36140 0.01613
N: -0.63290 0.88652 0.19723
C: 0.72857 1.05322 -0.31899
C: 1.67551 0.06927 0.34574
O: 1.59037 -1.23591 -0.19239
H: -2.79942 -1.50704 -0.04319
H: -3.05766 0.34436 0.09138
H: -1.27327 1.60159 -0.13555
H: 0.99981 2.07376 -0.08994
H: 0.76930 0.94474 -1.41008
H: 1.51709 0.09522 1.42550
H: 2.70810 0.39740 0.18732
H: 0.64950 -1.42762 -0.15710

Properties
net charge	0

=====

Run two
Formula: C3H8N2O
Source: the OMol25 dataset
Level of theory: ωB97M-V/def2-TZVPD

Atoms and positions in Å:
C: 0.30048 1.86476 -1.29212
N: 0.17784 0.53457 -0.73171
C: -0.33578 0.41178 0.51862
O: -0.82516 1.35612 1.15019
N: -0.37779 -0.76161 1.19473
C: -0.00539 -2.09132 0.74090
H: 0.02506 1.86081 -2.35032
H: 1.31735 2.26024 -1.17775
H: -0.39039 2.50290 -0.73668
H: 0.66956 -0.23171 -1.15943
H: -0.88276 -0.31199 1.99048
H: -0.14706 -2.83149 1.53190
H: -0.58454 -2.42657 -0.13461
H: 1.05858 -2.13649 0.45580

Properties
net charge	0

=====

Run three
Formula: C3H8N2O
Source: the OMol25 dataset
Level of theory: ωB97M-V/def2-TZVPD

Atoms and positions in Å:
C: 0.96349 1.12901 1.86930
N: 0.04065 1.01283 0.75508
C: 0.31834 0.21706 -0.32260
O: 1.44018 -0.02435 -0.74062
N: -0.84065 -0.32319 -0.82054
C: -0.76014 -1.45413 -1.70603
H: 0.39624 1.00342 2.81193
H: 1.32729 2.08084 1.49143
H: 1.69265 0.30967 1.83675
H: -0.78803 1.57979 0.79073
H: -1.59136 -0.32181 -0.14675
H: -0.58329 -2.39593 -1.16763
H: -1.69103 -1.52650 -2.26754
H: 0.07566 -1.28672 -2.38351

Properties
net charge	0

=====

Run four
Formula: C3H8N2O
Source: the OMol25 dataset
Level of theory: ωB97M-V/def2-TZVPD

Atoms and positions in Å:
H: 0.72695 -2.64607 1.21321
N: 0.91475 -1.66148 1.03816
C: 0.64171 -1.37831 -0.15509
N: -0.09976 -2.18896 -1.05647
H: 0.87574 -0.51163 -0.77268
H: 0.45898 -2.50609 -1.83631
H: -0.64076 -2.94596 -0.66052
C: -0.57786 2.52976 -0.49916
C: -0.66031 2.00462 0.71853
O: 0.23877 1.17010 1.25332
H: 0.13445 2.10851 -1.19141
H: -1.09527 3.46967 -0.61682
H: -1.36540 2.31679 1.48154
H: 0.44799 0.23904 1.08369

Properties
net charge	0

=====

Which is the most stable structure? run two is the most stable.

=====

Run one
Formula: C3H8N2O
Source: the OMol25 dataset
Level of theory: ωB97M-V/def2-TZVPD

Atoms and positions in Å:
N: -2.25657 0.63157 0.01216
C: -1.05852 0.06325 0.54750
C: 0.00105 -0.26744 -0.54567
N: 1.23998 -0.75378 -0.05417
C: 2.29988 0.07316 0.16663
O: 2.36668 1.26810 -0.05085
H: -2.08334 1.54731 -0.44027
H: -2.69829 -0.01966 -0.65277
H: -1.35152 -0.84952 1.14935
H: -0.62480 0.77667 1.28794
H: -0.46381 -0.99153 -1.25178
H: 0.24213 0.68900 -1.06897
H: 1.25017 -1.68780 0.30778
H: 3.13697 -0.47934 0.59313

Properties
net charge	0

=====

Run two
Formula: C3H8N2O
Source: the OMol25 dataset
Level of theory: ωB97M-V/def2-TZVPD

Atoms and positions in Å:
H: -0.49052 -2.38156 0.78882
N: -0.00162 -1.94668 0.04053
C: -0.33797 -0.75228 -0.17949
C: -1.44562 -0.02362 0.66251
N: -0.05941 -0.15545 -1.32105
C: 1.13770 -0.00661 -1.73851
H: -2.49227 -0.04068 0.30703
H: -1.10513 1.00864 0.72413
H: -1.45564 -0.54407 1.64626
H: 2.00249 -0.36025 -1.34195
H: 1.34974 0.47025 -2.70065
O: 1.26183 1.41695 1.25027
H: 0.48009 1.85314 1.57013
H: 1.15630 1.46223 0.29196

Properties
net charge	0

=====

Run three
Formula: C3H8N2O
Source: the OMol25 dataset
Level of theory: ωB97M-V/def2-TZVPD

Atoms and positions in Å:
C: -0.80268 1.46268 1.46585
C: -0.65687 0.02361 -0.48539
C: 0.17762 -1.01505 -1.18480
H: -0.97396 2.59707 0.51201
H: -2.08629 0.87811 1.91989
H: 0.14793 1.72554 2.58884
H: 0.66518 -0.04564 1.05660
H: 0.20733 -0.73810 -2.26833
H: -0.35255 -1.94922 -1.13913
H: 2.11084 -0.50192 -0.66248
H: 1.88880 -2.10429 -0.96418
N: -0.13745 0.47010 0.70403
N: 1.46586 -1.28454 -0.49953
O: -1.65375 0.48166 -1.04337

Properties
net charge	0

=====

Which is the most stable structure? run one is the most stable.